(1)
99
Properties=species:S:1:pos:R:3:forces:R:3 method="wB97M-V/def2-TZVPD" homo_energy_ev=-3.61 charge=-1
C 2.055 -6.430 0.749 -0.1082 -0.1770 -0.3317
C 1.749 -5.353 0.285 0.0488 1.3362 -0.4252
Nb 0.991 -3.625 -0.991 0.6877 -2.5108 -0.4273
B 2.252 -2.188 0.361 -0.2711 0.9224 1.1112
C 3.578 -1.485 -0.186 0.1566 -0.2326 0.2887
O 1.893 -1.862 1.694 0.6408 0.2098 -0.6383
H 2.213 -7.456 0.925 0.1619 -0.4316 0.3879
H 2.408 -3.879 -2.143 0.2001 0.3588 -0.3638
H -0.100 -4.767 -1.951 -0.9255 0.0377 0.1514
H -0.440 -3.290 0.111 -0.3417 0.5058 -0.0458
H 0.503 -2.227 -2.076 0.3746 0.2028 0.2131
H 3.268 -0.783 -0.965 -0.0166 -0.0299 -0.1534
H 4.296 -2.171 -0.633 -0.0679 -0.0936 -0.2321
H 4.107 -0.921 0.589 -0.0837 0.0303 0.1457
H 1.234 -1.166 1.605 -0.4365 -0.0312 0.4055
C 4.593 1.969 2.350 -0.0591 0.0240 0.0362
C 3.719 3.174 2.687 0.3518 -0.1115 -0.2498
C 2.538 2.826 3.594 0.1443 -0.4271 -0.4337
C 1.664 1.852 2.926 -0.0151 0.1270 0.2778
N 0.966 1.115 2.390 -0.0375 -0.0054 -0.0749
H 4.036 1.208 1.802 -0.0132 -0.0279 0.0468
H 5.432 2.273 1.722 0.0044 -0.0010 0.0176
H 4.998 1.508 3.254 -0.0013 -0.0297 -0.0207
H 3.331 3.614 1.765 0.2275 -0.0827 0.2943
H 4.330 3.932 3.181 -0.1351 0.0496 0.0807
H 1.957 3.711 3.812 -0.1874 0.0091 0.0660
H 2.880 2.408 4.541 -0.0628 -0.0214 0.0275
C -1.629 5.355 -0.234 0.0290 -0.0136 -0.0068
C -1.128 3.987 -0.684 -0.0431 0.2779 0.0640
C -0.161 3.349 0.318 0.0252 0.2635 -0.3064
C 1.031 4.184 0.510 -0.1037 -0.2803 0.0881
N 1.973 4.823 0.667 -0.2701 0.3053 -0.1684
H -0.811 6.073 -0.144 0.0112 -0.0199 0.0399
H -2.337 5.758 -0.960 -0.0262 -0.0046 0.0135
H -2.136 5.289 0.732 -0.0064 0.0131 -0.0039
H -0.640 4.085 -1.655 0.0122 -0.1126 -0.0024
H -1.977 3.323 -0.822 0.0899 -0.0741 -0.0452
H 0.161 2.368 -0.033 0.0515 -0.0395 0.1169
H -0.645 3.214 1.286 0.0835 -0.0218 0.0478
C -2.505 -7.166 -1.280 -0.0544 -0.0334 -0.1027
C -3.814 -7.446 -2.012 0.1485 0.0641 0.2854
C -3.625 -7.836 -3.483 -0.0084 0.2575 0.1468
C -2.980 -6.765 -4.254 -0.0195 -0.2313 0.0444
N -2.474 -5.931 -4.858 -0.0669 0.0384 -0.1064
H -1.967 -6.318 -1.705 0.0508 -0.0132 -0.0259
H -2.700 -6.929 -0.234 0.0222 -0.0109 0.0036
H -1.847 -8.036 -1.314 0.0542 0.0395 0.0097
H -4.457 -6.564 -1.950 -0.0478 -0.0306 -0.0780
H -4.338 -8.261 -1.504 -0.0849 -0.0165 -0.1224
H -4.592 -8.045 -3.943 0.0205 -0.0404 -0.0679
H -3.013 -8.736 -3.559 0.0449 0.0111 -0.0288
C 5.100 -8.623 -1.773 -0.0080 -0.0360 0.0640
C 4.544 -10.024 -2.012 0.2497 0.1542 0.0606
C 3.334 -10.027 -2.952 0.0341 0.0866 0.2664
C 2.244 -9.225 -2.384 0.0185 -0.1428 -0.2184
N 1.400 -8.601 -1.921 -0.1279 -0.0772 0.0567
H 4.367 -7.977 -1.288 -0.0279 0.0156 -0.0672
H 5.975 -8.667 -1.124 0.0136 0.0045 -0.0261
H 5.398 -8.154 -2.712 -0.0152 0.0232 0.0093
H 4.264 -10.467 -1.054 -0.0590 -0.0538 -0.0459
H 5.325 -10.655 -2.442 -0.0763 -0.0586 -0.0389
H 2.974 -11.045 -3.107 -0.0563 0.0147 -0.0423
H 3.604 -9.613 -3.924 -0.0215 0.0269 -0.0134
C -5.072 6.340 -2.764 0.0140 0.0467 -0.0398
C -4.759 5.797 -4.154 -0.0371 0.2018 0.1562
C -5.028 4.294 -4.280 0.2356 0.1269 0.0874
C -4.192 3.535 -3.340 -0.2017 -0.0759 -0.1848
N -3.538 2.945 -2.605 -0.0470 0.0211 0.0005
H -4.441 5.879 -2.004 -0.0341 -0.0647 0.0004
H -4.896 7.415 -2.726 -0.0280 -0.0003 0.0032
H -6.115 6.158 -2.497 0.0090 -0.0033 0.0219
H -3.714 6.003 -4.394 -0.0058 -0.0614 -0.0609
H -5.367 6.325 -4.891 0.0102 -0.0867 -0.0638
H -4.807 3.951 -5.291 -0.0144 -0.0778 0.0081
H -6.075 4.074 -4.071 -0.0020 -0.0477 0.0246
C -4.139 0.762 0.549 -0.0142 0.0411 -0.0624
C -2.675 0.881 0.955 -0.1664 -0.0929 -0.1989
C -2.432 0.568 2.436 -0.1108 0.2556 -0.1405
C -3.178 1.505 3.287 0.2108 -0.2540 0.0508
N -3.754 2.248 3.947 -0.0502 0.0944 -0.0105
H -4.763 1.478 1.087 0.0096 -0.0262 0.0600
H -4.254 0.964 -0.517 0.0240 -0.0256 0.0071
H -4.519 -0.242 0.747 0.0001 -0.0021 0.0062
H -2.325 1.891 0.733 -0.0062 -0.0836 0.0790
H -2.078 0.194 0.352 0.0864 -0.0047 0.0854
H -1.370 0.652 2.668 -0.0078 -0.0360 0.0637
H -2.749 -0.450 2.666 -0.0149 0.0005 0.0405
C 1.836 8.941 5.082 0.0331 0.0415 -0.0291
C 2.151 8.406 3.689 -0.0290 0.1946 0.1912
C 1.720 6.948 3.495 0.2356 0.1244 0.0396
C 2.415 6.071 4.444 -0.1584 0.0978 -0.1041
N 2.958 5.384 5.186 0.0800 0.1826 0.1324
H 2.375 8.388 5.853 -0.0338 -0.0515 -0.0133
H 2.132 9.987 5.165 -0.0323 0.0021 0.0010
H 0.768 8.874 5.296 0.0070 -0.0055 0.0193
H 3.223 8.496 3.504 -0.0112 -0.0581 -0.0752
H 1.644 9.022 2.945 0.0046 -0.0894 -0.0689
H 1.951 6.612 2.484 -0.0237 -0.1211 -0.0037
H 0.644 6.844 3.647 -0.0027 -0.0475 0.0235

=====

(2)
9
Properties=species:S:1:pos:R:3:forces:R:3 method="wB97M-V/def2-TZVPD" e_above_lowest_kcal_mol=129.7 homo_energy_ev="-1.32 / -2.03" charge=-1
C -0.428 -0.622 0.419 -1.1569 0.1506 -2.0800
C 0.684 -0.429 -0.600 0.1458 0.1726 1.0462
N -0.715 0.737 0.796 -0.0186 0.2890 -0.8345
O -0.120 1.073 1.844 0.1022 0.2520 0.8156
O 0.214 0.127 -1.817 0.4217 0.4299 -0.1374
H -1.281 -1.073 -0.173 0.6019 0.2381 1.1523
H -0.068 -1.079 1.297 0.2220 -1.3484 0.9934
H 1.455 0.184 -0.098 -0.0126 -0.0493 -0.6314
H 0.259 1.081 -1.667 -0.3055 -0.1345 -0.3243

=====

(3)
25
Properties=species:S:1:pos:R:3:forces:R:3 method="wB97M-V/def2-TZVPD" e_above_lowest_kcal_mol=156.3 homo_energy_ev="-11.54 / -11.55" charge=+1
C -2.481 -1.722 -0.564 -3.3872 -2.0197 1.3192
C -3.568 -1.220 0.101 2.3252 3.5807 -0.6609
C -1.272 -1.064 -0.731 -0.4764 3.2893 1.7574
C -3.381 0.296 0.554 1.2831 -3.5686 1.5308
C 1.104 0.654 1.114 0.3633 -0.3815 -2.0635
C 3.143 0.380 -0.355 1.5951 -2.9617 -0.3307
C 0.868 -0.243 -1.369 2.3773 -2.4384 -1.4985
N -0.115 -1.263 -1.122 -0.4673 0.4554 0.2633
N -1.947 0.643 0.411 -0.6304 -2.5431 -0.4957
N 1.769 -0.073 -0.143 -1.0950 1.0199 1.5815
O -1.761 1.876 -0.168 0.4012 0.6546 -0.2431
H -2.662 -2.743 -0.859 0.6499 -0.3173 -0.6713
H -4.596 -1.549 0.195 0.4554 -0.8774 0.0162
H -3.978 0.812 -0.106 -1.5004 1.6553 -1.4138
H -3.878 0.306 1.600 1.3291 0.5184 -1.3066
H 1.464 1.657 1.003 0.1171 0.5832 0.4010
H 0.061 0.629 0.860 -0.5836 -0.0397 0.6398
H 1.365 0.184 2.072 0.0985 -0.0192 -0.6443
H 3.237 1.237 -0.883 -0.5350 2.6502 -2.3493
H 3.709 0.687 0.509 -0.3739 -0.7668 1.0462
H 3.697 -0.438 -0.903 -0.4982 0.9774 0.6383
H 0.588 0.659 -1.836 -0.8784 1.4876 0.3411
H 1.514 -0.731 -2.208 -0.4883 0.8997 1.6926
H 1.841 -1.005 0.175 0.1382 -1.5763 0.4117
H -2.290 2.004 -0.971 -0.2195 -0.2618 0.0385

=====

(4)
38
Properties=species:S:1:pos:R:3:forces:R:3 method="wB97M-V/def2-TZVPD" e_above_lowest_kcal_mol=4.9 smiles="O=C1CN(C(=O)CNC(=O)c2cccc(Cl)c2)c2ccccc2N1" homo_energy_ev=-8.76
O 2.069 5.221 0.317 0.0514 0.1172 0.1851
C 1.382 4.345 -0.148 -0.0666 -0.1638 0.2674
C 0.639 3.305 0.683 0.1069 0.2402 0.4577
N 0.557 2.037 -0.017 0.0006 0.4718 0.0043
C 1.144 0.951 0.550 0.0717 -0.3772 -0.1285
O 1.523 0.958 1.705 0.1065 -0.1479 0.1028
C 1.375 -0.293 -0.311 -0.1223 -0.0069 0.0641
N 1.036 -1.468 0.457 0.3549 0.1631 0.1165
C -0.182 -2.050 0.353 0.2235 -0.1103 0.0227
O -0.971 -1.773 -0.532 -0.2123 -0.0022 -0.1308
C -0.456 -3.114 1.364 -0.2450 -0.2119 0.1970
C -1.186 -4.229 0.966 0.0624 0.1454 -0.0668
C -1.474 -5.232 1.872 0.0311 0.0421 -0.0215
C -1.053 -5.128 3.187 0.0545 0.0945 0.0880
C -0.348 -4.002 3.585 -0.0594 -0.0817 -0.1765
Cl 0.160 -3.852 5.231 0.0432 0.0201 0.1671
C -0.042 -2.993 2.687 -0.0367 -0.0705 -0.0798
C -0.018 2.135 -1.301 -0.1847 0.0297 -0.5283
C -0.934 1.224 -1.810 -0.0367 0.2031 -0.0068
C -1.452 1.407 -3.082 0.0003 -0.0676 -0.0273
C -1.079 2.503 -3.843 0.0487 0.0021 0.0168
C -0.205 3.441 -3.325 -0.0039 -0.0395 0.1070
C 0.317 3.270 -2.050 -0.2222 -0.3830 0.0210
N 1.175 4.212 -1.487 0.1910 0.1670 -0.5266
H 1.163 3.147 1.628 -0.1009 0.1275 -0.2254
H -0.367 3.689 0.897 0.0900 -0.0276 -0.0095
H 2.443 -0.321 -0.553 -0.1511 0.0885 -0.0115
H 0.794 -0.301 -1.230 0.1906 -0.0341 0.0968
H 1.586 -1.619 1.289 -0.0913 -0.0752 -0.0823
H -1.518 -4.291 -0.059 -0.0420 0.0038 -0.0823
H -2.032 -6.101 1.559 -0.0397 -0.0760 -0.0276
H -1.276 -5.904 3.903 -0.0059 -0.0479 0.0848
H 0.479 -2.114 3.035 0.0587 0.0811 0.0501
H -1.247 0.373 -1.225 0.0257 -0.0729 0.0822
H -2.155 0.689 -3.472 -0.0742 -0.0786 -0.0429
H -1.480 2.637 -4.835 -0.0427 0.0203 -0.0903
H 0.075 4.311 -3.900 0.0173 0.1127 -0.0551
H 1.560 4.930 -2.087 0.0089 -0.0552 0.1881

=====

(5)
13
Properties=species:S:1:pos:R:3:forces:R:3 method="wB97M-V/def2-TZVPD" e_above_lowest_kcal_mol=33.3 smiles=CN.CO homo_energy_ev=-9.19
C -1.988 0.469 0.075 0.0576 1.8547 -0.9373
N -1.728 -0.983 -0.148 1.7914 2.3296 0.5529
H -3.031 0.804 -0.151 0.6780 -0.6768 0.0547
H -1.755 0.974 1.084 -0.1141 -1.2388 -1.0657
H -1.340 1.030 -0.697 -0.9189 -0.7486 1.1940
H -0.742 -1.004 0.228 -1.4795 -1.2235 -0.4463
H -2.381 -1.556 0.349 0.0848 -0.3163 0.6355
C 2.171 0.395 -0.012 2.1125 0.5840 -2.6013
O 1.739 -0.918 0.204 -1.6041 1.6238 3.0511
H 2.013 0.998 0.889 -0.0094 -0.1062 -0.4686
H 3.298 0.335 -0.312 -1.5527 0.5175 1.0284
H 1.741 0.846 -0.991 0.0439 -0.3874 1.8523
H 2.003 -1.390 -0.518 0.9105 -2.2122 -2.8496

=====

(6)
53
Properties=species:S:1:pos:R:3:forces:R:3 method="wB97M-V/def2-TZVPD" e_above_lowest_kcal_mol=0.0 spin_multiplicity=4 homo_energy_ev="-3.58 / -3.56" charge=-2
Cr 7.354 11.002 9.100 1.1461 2.1609 -0.1426
N 7.646 8.127 10.697 0.4210 -0.4515 1.4634
O 7.360 9.053 9.870 -0.5440 0.1666 -0.5307
O 8.792 7.703 10.773 0.0278 0.1249 -0.6739
O 6.764 7.691 11.446 -0.2816 0.2857 -0.4816
N 9.508 11.397 11.637 -0.1338 -0.0140 1.2944
O 8.936 11.182 10.511 -0.4086 -0.2060 -1.2623
O 9.507 12.526 12.110 0.0819 0.0420 -0.3975
O 10.031 10.452 12.226 0.0130 -0.1209 -0.4226
N 8.938 10.890 7.027 -0.8384 0.1118 1.4110
O 8.821 11.906 7.755 0.2340 0.8214 -0.0362
O 8.355 9.905 7.548 -0.3057 -1.1732 -0.6090
O 9.522 10.865 5.966 0.2000 0.0196 -0.0666
N 7.168 14.229 10.120 1.7887 0.2887 1.0153
O 7.427 14.261 11.314 -0.8195 -0.0731 -0.0027
O 7.071 13.092 9.536 -0.9545 -1.0220 -1.1217
O 7.148 15.256 9.434 -0.6100 -0.4889 -0.3625
N 4.982 11.171 7.979 0.0843 -0.3310 0.5323
O 6.028 11.637 7.453 0.9271 0.0850 -0.2013
O 5.226 10.536 9.041 -0.0775 -0.2863 0.8895
O 3.873 11.301 7.535 0.1469 0.1311 -0.2444
Br 11.264 14.180 9.837 -0.0834 -0.2018 -0.4720
C 11.177 14.391 7.890 -0.3810 0.5171 0.2667
C 11.312 15.863 7.545 0.4445 0.0399 -0.2173
Br 9.686 16.828 8.013 0.4565 0.2320 0.2271
H 10.197 14.064 7.552 0.0403 -0.3470 0.2694
H 11.943 13.760 7.450 0.1539 0.1850 0.0201
H 11.481 16.053 6.485 -0.2696 -0.3351 -0.1039
H 12.163 16.316 8.051 -0.2134 0.0822 0.2695
Br 8.391 7.412 5.266 0.1368 -0.0439 -0.1205
C 9.922 8.187 4.357 -0.0877 -0.0360 -0.5481
C 10.061 7.539 2.988 -0.1036 0.1401 0.9079
Br 11.590 8.351 2.077 -0.1103 -0.0975 -0.0341
H 10.804 8.019 4.967 -0.0523 0.0445 0.1177
H 9.714 9.245 4.242 0.0522 0.0553 0.2625
H 9.164 7.728 2.409 0.1273 -0.1060 -0.2569
H 10.255 6.479 3.114 0.0484 -0.0397 -0.3472
Br 6.490 13.320 2.857 0.1190 -0.0071 0.2479
C 8.169 12.707 3.640 0.4505 -0.3792 -0.7416
C 9.005 13.769 4.303 -0.2302 -0.0694 0.0588
Br 8.179 14.638 5.826 -0.1041 -0.2206 -0.3870
H 8.735 12.362 2.770 0.0063 0.0860 -0.0165
H 8.007 11.809 4.226 -0.3997 0.3221 0.4048
H 9.288 14.534 3.585 -0.0947 0.1040 0.0537
H 9.907 13.278 4.663 0.0077 0.0165 0.1396
Br 13.970 8.327 6.262 -0.1464 0.1926 -0.1459
C 13.980 10.169 5.639 0.2943 0.9965 0.3020
C 12.590 10.797 5.625 0.9587 -0.9960 -0.4230
Br 12.792 12.571 4.830 -0.1755 -0.2463 0.1526
H 14.428 10.224 4.651 -0.0752 -0.3681 -0.0575
H 14.624 10.735 6.309 0.0614 -0.2186 0.1034
H 12.178 10.868 6.624 -0.2870 0.1652 -0.1271
H 12.022 10.167 4.946 -0.6406 0.4626 0.1446